Record 1
Computed, not measured: C17H23I2MnNO4SSiY as an isolated structure at a distorted geometry, with ωB97M-V/def2-TZVPD.

Values from the calculation:
Energy above the lowest of the compared OMol25 structures with the same formula, charge and spin, eV: 4.295
Highest occupied orbital energy (alpha / beta), eV: -21.823 / -21.883
Electronic energy, a.u.: -3487.90559
Strongest force on any atom, Eh/bohr: 0.180

Geometry as ORCA input:
```
! wB97M-V def2-TZVPD RIJCOSX def2/J DEFGRID3
* xyz 4 5
I 3.07637 -1.00789 -2.56011
I -3.74514 0.71424 -0.92900
Mn -1.51856 -0.20507 0.12196
Y 1.00359 -0.77204 -0.75901
S -0.90748 -1.45702 -1.98213
C 1.48073 -2.76602 0.15557
C 2.48888 -0.26066 0.82011
C -1.27589 -3.25227 -2.15995
C -2.60564 -3.18396 -2.87975
C -1.40946 -4.01867 -0.83456
C -0.18249 -3.86014 -3.04023
C -1.49190 0.90830 1.53996
C -2.15904 -1.53983 1.10169
O 3.24127 0.19129 1.56543
O 1.74576 -3.83603 0.52234
O -1.54604 1.62697 2.43032
O -2.74385 -2.30046 1.74297
H -2.98700 -4.19381 -3.04065
H -2.49714 -2.68737 -3.85364
H -3.34641 -2.61687 -2.29343
H -1.03666 -5.04325 -0.97679
H -2.47318 -4.08515 -0.54167
H -0.84633 -3.57442 -0.01015
H -0.43582 -4.90480 -3.25395
H 0.81020 -3.83333 -2.56070
H -0.10490 -3.31263 -3.99284
C -0.22925 2.05802 -2.36414
Si 0.36787 2.55132 -0.64994
C 2.05283 3.30510 -0.75678
C -0.85992 3.82648 -0.06353
N 0.42867 1.17645 0.48025
C 0.89311 1.38596 2.02378
C 1.02200 0.32371 2.88350
C 1.54191 0.46983 4.15964
C 1.76980 1.77043 4.66821
C 1.46038 2.82160 3.83614
C 1.07916 2.61984 2.49410
H -0.26746 2.98533 -2.95294
H -1.23969 1.64447 -2.28289
H 0.45242 1.33956 -2.82573
H 1.98218 4.20358 -1.39644
H 2.40293 3.61489 0.22414
H 2.77716 2.61624 -1.20061
H -1.85782 3.40065 0.07673
H -0.59224 4.36417 0.84803
H -0.92855 4.60426 -0.84834
H 0.84427 -0.75891 2.63667
H 1.79551 -0.38731 4.81623
H 2.15861 1.89976 5.67909
H 1.53708 3.84373 4.26206
H 0.87516 3.59174 1.92099
*
```


Record 2
Computed, not measured: H24O12 as an isolated structure at a distorted geometry, with ωB97M-V/def2-TZVPD.

Values from the calculation:
Energy above the lowest of the compared OMol25 structures with the same formula, charge and spin, eV: 9.522
Highest occupied orbital energy, eV: -8.411
Electronic energy, a.u.: -916.97542
Strongest force on any atom, Eh/bohr: 0.140

Geometry as ORCA input:
```
! wB97M-V def2-TZVPD RIJCOSX def2/J DEFGRID3
* xyz 0 1
O 7.79561 -27.54389 -22.31029
H 8.40411 -26.80601 -22.27182
H 7.26291 -27.45714 -21.51976
O 9.81620 -23.89998 -23.99632
H 9.22791 -23.94637 -23.24266
H 10.07644 -22.97994 -24.04134
O 10.02438 -28.37946 -20.68866
H 10.93259 -28.65073 -20.55522
H 10.05360 -27.81480 -21.46102
O 11.67150 -26.95533 -21.53415
H 11.99236 -26.37393 -20.84477
H 12.46382 -27.31753 -21.93070
O 8.47146 -23.71421 -22.18404
H 8.66392 -23.29532 -21.34515
H 7.53083 -23.88908 -22.15476
O 11.51493 -24.83600 -20.23644
H 10.55804 -24.85691 -20.24898
H 11.75642 -24.40837 -21.05805
O 11.39850 -23.78051 -21.97146
H 11.06249 -22.88464 -21.94416
H 11.74352 -23.88049 -22.85870
O 9.43788 -25.83826 -21.70857
H 9.06241 -25.29058 -22.39799
H 10.38349 -25.71659 -21.79371
O 10.82811 -27.03596 -23.97818
H 11.30781 -27.16824 -23.16048
H 10.94346 -27.85536 -24.45933
O 7.13177 -25.39416 -20.88869
H 7.65206 -25.40917 -21.69200
H 6.25820 -25.67288 -21.16332
O 8.52292 -27.15046 -19.76028
H 8.73618 -26.23129 -19.92114
H 9.36391 -27.55992 -19.55703
O 8.31668 -25.54566 -24.06873
H 8.97077 -24.85765 -24.19140
H 7.52832 -25.20548 -24.49182
*
```


Record 3
Computed, not measured: C29H41N9O4Sc as an isolated structure, with ωB97M-V/def2-TZVPD.

Values from the calculation:
Energy above the lowest of the compared OMol25 structures with the same formula, charge and spin, eV: 1.618
Highest occupied orbital energy, eV: -10.183
Electronic energy, a.u.: -2684.20395
Strongest force on any atom, Eh/bohr: 0.004

Geometry as ORCA input:
```
! wB97M-V def2-TZVPD RIJCOSX def2/J DEFGRID3
* xyz 1 1
Sc 0.62343 -0.47037 -0.28327
C 0.21286 2.74537 -1.36539
C 1.02468 2.74362 -0.07121
N 0.70308 1.57278 0.77558
C 1.24092 1.68410 2.15128
C 0.11136 2.10405 3.09244
N -1.11121 1.32801 2.84858
C -1.21641 0.06227 3.58332
C -0.56567 -1.16280 2.93384
C -1.39219 -1.95914 1.91442
N -1.21853 -1.64900 0.46202
C -2.43324 -1.15765 -0.24068
C -2.48994 0.35768 -0.30166
N -1.30151 0.84358 -1.01794
C -1.23262 2.31181 -1.15112
H 0.66999 2.09173 -2.11465
H 0.24082 3.75284 -1.78288
H 2.09387 2.72963 -0.28422
H 0.81291 3.65943 0.49397
H -0.30723 1.59811 0.93330
H 2.04568 2.41997 2.17662
H 1.67392 0.73574 2.45569
H -0.13071 3.15404 2.91214
H 0.45274 2.02052 4.13124
H -1.90394 1.90482 3.09274
H -2.28044 -0.14542 3.72309
H -0.79094 0.18002 4.58846
H -0.35134 -1.85678 3.75035
H 0.41741 -0.92651 2.52150
H -2.45532 -1.89213 2.16245
H -1.11917 -3.00924 2.03064
H -0.99126 -2.53905 0.01232
H -3.33283 -1.55314 0.23760
H -2.39200 -1.54769 -1.25936
H -2.48377 0.78538 0.70396
H -3.41788 0.66935 -0.79551
H -1.33380 0.43006 -1.94901
H -1.64232 2.76156 -0.24016
H -1.86845 2.64822 -1.97416
O -2.00704 -0.50779 -3.76746
C -1.12862 -0.80783 -4.78516
C -1.60246 -1.02361 -6.07233
C -0.71894 -1.26422 -7.10970
C 0.64892 -1.27225 -6.87138
C 1.11071 -1.05800 -5.58538
C 0.23891 -0.84624 -4.51770
C 0.78863 -0.68302 -3.14635
O 0.11686 -1.18888 -2.15309
N 1.91944 -0.05578 -3.01462
N 2.26448 -0.02700 -1.65508
C 3.51252 0.11834 -1.39332
C 4.06116 0.02429 -0.06210
C 5.39181 0.42543 0.12993
C 6.01532 0.28452 1.34879
C 5.31446 -0.30685 2.39933
C 4.01449 -0.73731 2.23292
C 3.35662 -0.57208 1.00679
O 2.10202 -0.98024 0.88602
H -2.88951 -0.43011 -4.14767
H -2.67008 -0.99083 -6.26222
H -1.10288 -1.43236 -8.10714
H 1.34613 -1.43706 -7.68133
H 2.17059 -1.03712 -5.37400
H 4.19227 0.28512 -2.22655
H 5.92860 0.84735 -0.71188
H 7.03815 0.60663 1.48400
H 5.80046 -0.44321 3.35742
H 3.47564 -1.22230 3.03707
C 3.79456 -3.27005 -4.34018
N 2.69664 -3.55784 -3.42486
C 1.53673 -4.09588 -3.84908
C 0.53965 -4.39778 -2.98020
C 0.80537 -4.10009 -1.61763
N 1.89451 -3.52501 -1.19061
C 2.90155 -3.22482 -2.06893
O 3.94547 -2.69023 -1.75013
N -0.14783 -4.39372 -0.65012
H 3.59014 -3.74686 -5.29575
H 4.71863 -3.65538 -3.91866
H 3.90795 -2.19540 -4.47277
H 1.45330 -4.27999 -4.91195
H -0.38749 -4.83627 -3.31343
H 0.28398 -4.54107 0.25343
H -0.80223 -5.12168 -0.89513
*
```


Record 4
Computed, not measured: one molecule with the formula C7H9NO2 at a distorted geometry, with ωB97M-V/def2-TZVPD.

Values from the calculation:
Energy above the lowest of the compared OMol25 structures with the same formula, charge and spin, eV: 4.832
Highest occupied orbital energy, eV: -9.535
Electronic energy, a.u.: -477.21431
Strongest force on any atom, Eh/bohr: 0.057

Geometry as ORCA input:
```
! wB97M-V def2-TZVPD RIJCOSX def2/J DEFGRID3
* xyz 0 1
C 0.48875 -1.82830 1.16870
C -0.50644 -1.00669 -1.34998
C 1.65159 0.11148 -0.45716
C 1.24105 0.56771 -1.83885
C -1.35201 -0.15943 1.75297
C -0.70397 1.10041 1.18270
C 0.17803 0.17858 -0.82163
N -0.45465 -1.29040 1.64826
O 0.03612 -1.97541 -1.81059
O -0.67058 1.13534 -0.22745
H -1.62955 -1.09888 -1.48126
H 2.00617 -0.80687 -0.09414
H 2.04077 0.93052 0.12493
H 1.36086 1.54437 -2.18601
H 1.30958 -0.00764 -2.82681
H -1.69674 -0.01985 2.71957
H -2.21055 -0.58967 1.21663
H -1.33621 1.87162 1.70196
H 0.24777 1.34312 1.57818
*
```